Entry from the OMol25 dataset: a structure of composition C28H16Cl2N5O4Re at a distorted geometry (ωB97M-V with the def2-TZVPD basis set).

LUMO (alpha / beta) in eV: -3.89 / -4.96
Gap between HOMO and LUMO (alpha / beta) in eV: 6.30 / 5.49
Charge: +1
HOMO level (alpha / beta) in eV: -10.19 / -10.46
<S²>: 3.772
Multiplicity: 4

```
56
C28H16Cl2N5O4Re | the OMol25 dataset | ωB97M-V with the def2-TZVPD basis set
Re -0.6684 0.6019 -0.0330
Cl 5.1755 4.3428 -0.1919
C 3.5383 3.8881 -0.0476
C 3.1576 2.5925 -0.3721
C 1.8314 2.2084 -0.2286
N 1.2825 0.9874 -0.5686
C 1.7958 0.3554 -1.6971
O 2.9580 0.2098 -1.9855
C 0.6601 0.0120 -2.6092
C 0.8897 -0.3844 -3.9168
C -0.1766 -0.4117 -4.8014
C -1.4295 -0.0361 -4.3354
C -1.5891 0.3025 -3.0014
N -0.5705 0.3220 -2.1454
C 0.8660 3.1333 0.2728
C 1.2602 4.4351 0.5804
C 2.5816 4.8157 0.4112
Cl 3.0453 6.4271 0.7387
N -0.3759 2.5867 0.4484
C -1.1603 3.0697 1.4944
O -1.4905 4.2080 1.6910
C -1.3751 1.9467 2.4712
C -1.8069 2.1952 3.7646
C -1.7660 1.1657 4.6922
C -1.3117 -0.0783 4.2754
C -0.9169 -0.2519 2.9614
N -0.9319 0.7376 2.0734
H 3.8897 1.8829 -0.7235
H 1.8985 -0.6285 -4.2127
H -0.0326 -0.7011 -5.8295
H -2.2764 0.0095 -4.9992
H -2.5589 0.5812 -2.6078
H 0.5275 5.1476 0.9241
H -2.1464 3.1869 4.0174
H -2.0772 1.3231 5.7121
H -1.2522 -0.9088 4.9596
H -0.5651 -1.2155 2.6137
O -4.4299 -1.1078 -0.0328
C -3.2507 -0.8478 -0.0098
O -2.7116 0.3126 0.0429
C -2.2150 -1.9806 -0.0257
C -2.6268 -3.3194 -0.0366
C -1.6725 -4.3043 -0.0517
C -0.3073 -3.9463 -0.0159
C 0.7390 -4.8929 -0.0598
C 2.0465 -4.4897 -0.0379
C 2.3661 -3.1321 0.1135
C 1.3787 -2.1896 0.1664
C 0.0247 -2.5593 0.0428
N -0.9436 -1.6040 -0.0094
H -3.6860 -3.5221 -0.0549
H -1.9442 -5.3485 -0.0949
H 0.4848 -5.9417 -0.1213
H 2.8421 -5.2117 -0.1212
H 3.3960 -2.8231 0.1960
H 1.6283 -1.1496 0.3163
```